Computed, not measured: 10 unconnected molecules or ions with the total composition C31H89N13O10 at a distorted geometry, with wB97M-V/def2-TZVPD.

Values from the calculation:
HOMO-LUMO gap   9.05 eV
ΔE to the lowest compared entry with this formula, charge and spin   7.677 eV
Energy   -73429.1877 eV
Total charge   0

CARTESIAN COORDINATES (ANGSTROEM)
C: 0.474 11.037 2.479
O: 0.116 9.677 2.353
C: 1.009 8.864 1.494
C: 0.640 7.317 1.715
C: 0.667 6.781 3.123
N: 1.363 6.344 0.901
H: -0.160 11.636 3.133
H: 0.509 11.527 1.506
H: 1.434 11.173 2.976
H: 1.090 9.262 0.483
H: 2.054 8.929 1.797
H: -0.422 7.351 1.475
H: 0.240 5.780 3.181
H: 0.149 7.483 3.777
H: 1.604 6.876 3.672
H: 0.831 5.540 1.203
H: 0.993 6.427 -0.035
C: 4.552 1.240 5.569
O: 5.523 0.396 4.824
C: 4.818 -0.607 4.123
C: 5.763 -1.523 3.348
C: 6.901 -0.868 2.593
N: 5.015 -2.373 2.342
H: 3.549 0.840 5.717
H: 4.338 2.229 5.163
H: 4.866 1.358 6.607
H: 4.064 -1.138 4.704
H: 4.261 -0.006 3.403
H: 6.171 -2.200 4.099
H: 7.626 -1.460 2.035
H: 7.330 -0.086 3.219
H: 6.377 -0.305 1.820
H: 4.059 -2.345 2.666
H: 4.975 -1.664 1.623
C: 2.713 6.889 -3.513
O: 1.336 7.241 -3.422
C: 0.586 6.576 -4.417
C: 0.180 5.188 -4.088
C: -0.438 4.529 -5.257
N: -0.706 5.091 -2.959
H: 3.137 7.216 -4.462
H: 2.907 5.820 -3.418
H: 3.199 7.443 -2.710
H: -0.392 7.051 -4.490
H: 1.090 6.642 -5.381
H: 1.043 4.587 -3.802
H: 0.243 4.216 -6.048
H: -1.312 5.078 -5.607
H: -0.768 3.498 -5.132
H: -1.580 5.492 -3.267
H: -0.812 4.151 -2.605
C: -3.773 3.532 5.297
O: -3.474 3.093 3.986
C: -4.353 3.319 2.914
C: -5.609 2.427 2.885
C: -6.771 2.949 3.723
N: -5.185 1.115 3.431
H: -4.415 2.731 5.665
H: -4.339 4.451 5.451
H: -2.878 3.650 5.907
H: -4.752 4.332 2.972
H: -3.871 3.102 1.961
H: -5.954 2.317 1.857
H: -6.364 3.364 4.645
H: -7.535 2.189 3.885
H: -7.347 3.744 3.250
H: -4.495 1.234 4.159
H: -4.537 0.908 2.685
C: -5.656 -3.307 -1.601
O: -5.840 -4.723 -1.601
C: -4.775 -5.310 -0.880
C: -4.912 -6.847 -0.844
C: -3.825 -7.523 -0.041
N: -4.887 -7.350 -2.201
H: -6.628 -2.991 -1.980
H: -4.924 -2.878 -2.285
H: -5.640 -2.920 -0.582
H: -3.801 -5.081 -1.313
H: -4.816 -4.819 0.093
H: -5.881 -7.118 -0.426
H: -2.902 -7.221 -0.536
H: -3.926 -8.605 0.048
H: -3.725 -7.153 0.979
H: -5.365 -6.605 -2.688
H: -3.920 -7.114 -2.376
C: -1.181 -3.521 -5.665
O: -0.339 -3.411 -6.791
C: 0.912 -2.859 -6.357
C: 2.085 -3.411 -7.206
C: 2.087 -4.862 -7.474
N: 3.368 -2.975 -6.724
H: -2.158 -3.741 -6.095
H: -1.381 -2.523 -5.273
H: -1.026 -4.239 -4.860
H: 0.866 -1.771 -6.396
H: 1.160 -3.173 -5.343
H: 1.952 -2.894 -8.156
H: 1.206 -5.063 -8.084
H: 2.046 -5.545 -6.626
H: 2.907 -5.254 -8.075
H: 3.489 -3.319 -5.782
H: 4.125 -3.377 -7.258
C: -3.636 -4.047 6.074
O: -2.847 -4.782 5.173
C: -1.579 -4.186 4.992
C: -0.873 -4.745 3.682
C: -0.254 -6.122 3.940
N: 0.185 -3.897 3.225
H: -4.655 -4.432 6.105
H: -3.733 -2.992 5.817
H: -3.342 -4.011 7.123
H: -1.752 -3.126 4.809
H: -0.925 -4.332 5.851
H: -1.652 -4.888 2.933
H: -0.983 -6.743 4.460
H: 0.532 -6.049 4.691
H: 0.080 -6.573 3.006
H: -0.254 -2.988 3.178
H: 0.262 -4.010 2.225
N: 1.943 -7.409 -2.710
C: 2.176 -6.518 -1.783
N: 3.465 -6.467 -1.464
O: 1.379 -5.738 -1.422
H: 1.057 -7.640 -3.135
H: 2.768 -7.913 -3.004
H: 4.054 -6.983 -2.103
H: 3.714 -5.588 -1.035
N: -0.277 0.984 0.279
C: -0.812 -0.147 -0.135
N: 0.135 -0.796 -0.705
O: -1.887 -0.559 0.341
H: -0.799 1.687 0.782
H: 0.637 1.193 -0.098
H: 0.046 -1.769 -0.963
H: 1.043 -0.359 -0.649
N: 5.598 2.315 -2.151
C: 4.814 1.324 -2.412
N: 4.838 1.017 -3.674
O: 4.258 0.632 -1.534
H: 5.755 2.895 -2.963
H: 5.690 2.611 -1.190
H: 5.164 1.793 -4.233
H: 4.414 0.207 -4.102

Löwdin population analysis, charges in e, atoms 1 to 99:
1 C -0.134
2 O -0.200
3 C -0.124
4 C -0.438
5 C -0.079
6 N 0.038
7 H 0.082
8 H 0.082
9 H 0.079
10 H 0.114
11 H 0.108
12 H 0.125
13 H 0.079
14 H 0.072
15 H 0.080
16 H 0.052
17 H 0.061
18 C -0.073
19 O -0.177
20 C -0.239
21 C -0.424
22 C -0.061
23 N 0.043
24 H 0.075
25 H 0.080
26 H 0.079
27 H 0.125
28 H 0.122
29 H 0.128
30 H 0.084
31 H 0.075
32 H 0.070
33 H 0.050
34 H 0.043
35 C -0.103
36 O -0.169
37 C -0.223
38 C -0.508
39 C -0.089
40 N 0.051
41 H 0.083
42 H 0.076
43 H 0.091
44 H 0.131
45 H 0.130
46 H 0.134
47 H 0.081
48 H 0.089
49 H 0.079
50 H 0.073
51 H 0.076
52 C -0.103
53 O -0.203
54 C -0.203
55 C -0.417
56 C -0.072
57 N 0.048
58 H 0.078
59 H 0.088
60 H 0.089
61 H 0.121
62 H 0.122
63 H 0.133
64 H 0.058
65 H 0.076
66 H 0.071
67 H 0.049
68 H 0.063
69 C -0.101
70 O -0.192
71 C -0.219
72 C -0.466
73 C -0.063
74 N 0.046
75 H 0.085
76 H 0.089
77 H 0.090
78 H 0.125
79 H 0.122
80 H 0.136
81 H 0.074
82 H 0.082
83 H 0.076
84 H 0.059
85 H 0.057
86 C -0.130
87 O -0.173
88 C -0.180
89 C -0.474
90 C -0.080
91 N 0.026
92 H 0.086
93 H 0.085
94 H 0.091
95 H 0.126
96 H 0.116
97 H 0.135
98 H 0.079
99 H 0.081

Computed, not measured: 10 unconnected molecules or ions with the total composition C31H89N7O10 at a distorted geometry, with wB97M-V/def2-TZVPD.

Values from the calculation:
HOMO-LUMO gap   9.22 eV
ΔE to the lowest compared entry with this formula, charge and spin   4.190 eV
Energy   -64488.4476 eV
Total charge   0

CARTESIAN COORDINATES (ANGSTROEM)
C: 1.350 0.856 -2.400
O: 0.329 0.265 -1.548
C: -0.088 0.856 -0.328
C: 0.887 0.591 0.853
C: 1.053 -0.895 1.144
N: 0.594 1.370 1.995
H: 2.292 0.950 -1.858
H: 0.964 1.800 -2.784
H: 1.437 0.248 -3.300
H: -0.431 1.860 -0.576
H: -1.028 0.415 0.003
H: 1.865 0.974 0.559
H: 1.731 -1.372 0.437
H: 0.080 -1.386 1.114
H: 1.512 -1.036 2.123
H: 0.665 2.265 1.533
H: 1.415 1.276 2.575
C: -0.436 4.498 0.304
O: 0.769 3.770 0.204
C: 1.499 4.209 -0.940
C: 2.990 3.870 -0.790
C: 3.648 4.338 0.443
N: 3.677 4.422 -1.958
H: -0.283 5.506 0.688
H: -1.038 3.973 1.046
H: -1.025 4.590 -0.608
H: 1.108 3.709 -1.826
H: 1.360 5.287 -1.015
H: 3.040 2.787 -0.675
H: 3.493 5.387 0.696
H: 4.694 4.032 0.453
H: 3.134 3.951 1.322
H: 3.100 4.120 -2.730
H: 3.500 5.403 -1.794
C: -3.495 1.638 -2.389
O: -4.580 2.038 -1.572
C: -4.230 2.937 -0.508
C: -5.246 2.832 0.714
C: -4.844 3.645 1.905
N: -5.294 1.461 1.040
H: -2.688 1.166 -1.829
H: -3.038 2.533 -2.812
H: -3.841 0.883 -3.096
H: -3.210 2.803 -0.145
H: -4.080 3.962 -0.848
H: -6.254 3.098 0.395
H: -4.382 4.591 1.624
H: -4.088 3.054 2.422
H: -5.736 3.945 2.456
H: -4.378 1.257 1.412
H: -5.290 0.909 0.194
C: 4.225 0.789 2.949
O: 3.466 1.684 3.804
C: 3.902 1.710 5.170
C: 3.545 3.040 5.910
C: 4.010 4.318 5.216
N: 4.195 2.987 7.212
H: 3.801 0.839 1.946
H: 4.189 -0.236 3.318
H: 5.289 1.013 2.867
H: 3.504 0.866 5.733
H: 4.945 1.428 5.315
H: 2.480 3.088 6.138
H: 3.505 5.158 5.692
H: 3.855 4.380 4.139
H: 5.071 4.430 5.438
H: 5.194 2.909 7.087
H: 4.042 2.132 7.728
C: 1.933 -3.315 4.327
O: 3.281 -3.388 3.938
C: 3.648 -3.911 2.691
C: 5.128 -3.778 2.459
C: 5.559 -4.100 0.984
N: 5.880 -4.726 3.256
H: 1.901 -3.230 5.413
H: 1.448 -4.214 3.948
H: 1.528 -2.408 3.876
H: 3.364 -4.960 2.603
H: 3.141 -3.466 1.835
H: 5.558 -2.805 2.693
H: 6.637 -3.954 0.921
H: 5.177 -3.357 0.283
H: 5.197 -5.057 0.609
H: 5.536 -4.697 4.205
H: 5.708 -5.665 2.927
C: -1.424 -0.912 -4.018
O: -1.989 -1.690 -5.007
C: -3.208 -1.276 -5.564
C: -3.884 -2.475 -6.209
C: -5.278 -2.248 -6.638
N: -4.106 -3.512 -5.170
H: -1.096 0.080 -4.330
H: -0.564 -1.527 -3.753
H: -2.099 -0.740 -3.179
H: -3.862 -0.848 -4.804
H: -2.959 -0.550 -6.338
H: -3.285 -2.716 -7.087
H: -6.020 -1.961 -5.892
H: -5.641 -3.181 -7.070
H: -5.431 -1.585 -7.490
H: -3.338 -3.436 -4.519
H: -4.808 -3.153 -4.538
C: -0.475 -3.054 -1.282
O: -1.120 -4.232 -1.520
C: -1.146 -4.599 -2.944
C: -1.816 -5.973 -3.120
C: -3.244 -6.159 -2.537
N: -0.983 -7.060 -2.568
H: -0.577 -2.922 -0.205
H: -1.070 -2.244 -1.703
H: 0.570 -3.002 -1.587
H: -1.614 -3.823 -3.550
H: -0.095 -4.690 -3.218
H: -1.870 -6.163 -4.191
H: -3.661 -7.136 -2.782
H: -4.006 -5.461 -2.883
H: -3.263 -6.137 -1.447
H: -1.194 -6.901 -1.593
H: -0.004 -6.813 -2.541
C: 0.739 4.313 -4.727
O: 2.095 4.038 -4.350
H: 0.035 3.706 -4.156
H: 0.625 5.383 -4.552
H: 0.660 4.163 -5.803
H: 2.579 4.500 -5.039
C: -2.428 0.844 3.651
O: -2.262 0.742 2.243
H: -2.562 1.893 3.916
H: -3.332 0.290 3.903
H: -1.619 0.374 4.210
H: -1.339 0.890 2.026
C: -3.876 -2.264 2.712
O: -2.502 -1.974 2.538
H: -4.148 -3.313 2.829
H: -4.281 -1.693 3.547
H: -4.484 -1.916 1.877
H: -2.365 -1.024 2.497

Löwdin population analysis, charges in e, atoms 1 to 99:
1 C -0.040
2 O -0.205
3 C -0.169
4 C -0.448
5 C -0.020
6 N 0.082
7 H 0.083
8 H 0.060
9 H 0.086
10 H 0.110
11 H 0.112
12 H 0.110
13 H 0.082
14 H 0.067
15 H 0.060
16 H 0.060
17 H 0.070
18 C -0.106
19 O -0.231
20 C -0.178
21 C -0.460
22 C -0.071
23 N 0.066
24 H 0.093
25 H 0.085
26 H 0.088
27 H 0.095
28 H 0.129
29 H 0.118
30 H 0.086
31 H 0.092
32 H 0.068
33 H 0.019
34 H 0.071
35 C -0.095
36 O -0.186
37 C -0.176
38 C -0.448
39 C -0.048
40 N 0.043
41 H 0.067
42 H 0.088
43 H 0.074
44 H 0.097
45 H 0.111
46 H 0.135
47 H 0.075
48 H 0.064
49 H 0.084
50 H 0.041
51 H 0.070
52 C -0.077
53 O -0.204
54 C -0.194
55 C -0.418
56 C -0.051
57 N 0.015
58 H 0.072
59 H 0.078
60 H 0.087
61 H 0.115
62 H 0.115
63 H 0.135
64 H 0.077
65 H 0.066
66 H 0.075
67 H 0.064
68 H 0.068
69 C -0.081
70 O -0.199
71 C -0.233
72 C -0.428
73 C -0.060
74 N 0.022
75 H 0.091
76 H 0.093
77 H 0.068
78 H 0.128
79 H 0.114
80 H 0.132
81 H 0.075
82 H 0.064
83 H 0.076
84 H 0.067
85 H 0.068
86 C -0.132
87 O -0.196
88 C -0.202
89 C -0.415
90 C -0.103
91 N 0.058
92 H 0.090
93 H 0.086
94 H 0.075
95 H 0.119
96 H 0.131
97 H 0.145
98 H 0.085
99 H 0.084

Question: Among the records above, which one has the lowest HOMO-LUMO gap?
Answer: C31H89N13O10

Question: What is the formula in the second record?
Answer: C31H89N7O10